# 1
Density functional theory data (ωB97M-V with the def2-TZVPD basis set) for a molecular structure, C20H29Br2F4N4O3 at a distorted geometry.

CARTESIAN COORDINATES (ANGSTROEM)
O: 4.9448 0.4521 -1.7575
C: 5.5483 -0.3031 -2.4082
F: 6.8958 -0.4116 -2.1246
C: 4.8894 -1.1715 -3.5246
N: 4.1936 -2.3532 -3.0565
C: 3.1831 -2.0850 -2.0282
C: 2.0584 -3.2004 -2.2047
C: 0.8003 -2.7219 -3.0043
C: -0.0310 -1.5909 -2.3263
F: -1.3671 -1.8012 -2.7199
Br: -0.0435 -1.7076 -0.3752
C: 0.3371 -0.1183 -2.8396
F: -0.8088 0.4567 -3.3393
F: 1.2260 -0.1105 -3.8633
Br: 0.9721 1.1254 -1.4436
C: 3.7373 -2.2872 -0.5643
O: 3.0988 -1.9175 0.4329
O: 4.8825 -2.8263 -0.4366
H: 4.2789 -0.4962 -4.1569
H: 5.7249 -1.5349 -4.1757
H: 4.8271 -3.1034 -2.7915
H: 2.7902 -1.0622 -2.1827
H: 1.8070 -3.6275 -1.2084
H: 2.5031 -4.0482 -2.7808
H: 0.1103 -3.6000 -3.0619
H: 1.0605 -2.4897 -4.0613
C: -3.2286 1.0833 0.1532
C: -3.5839 1.4854 1.5806
C: -2.3854 1.4120 2.5289
C: -1.8670 0.0266 2.5838
N: -1.4682 -1.0427 2.6260
H: -2.8936 0.0452 0.0979
H: -4.1011 1.1774 -0.4973
H: -2.4370 1.7214 -0.2457
H: -4.3855 0.8369 1.9459
H: -3.9739 2.5066 1.5778
H: -2.6773 1.7202 3.5343
H: -1.5889 2.0770 2.1891
C: 1.7211 -1.5829 4.2368
C: 3.2256 -1.4394 4.4286
C: 3.8767 -2.6966 5.0107
C: 3.3060 -3.0021 6.3453
N: 2.8658 -3.2377 7.3742
H: 1.2046 -1.7426 5.1869
H: 1.3095 -0.6763 3.7922
H: 1.4896 -2.4196 3.5746
H: 3.4216 -0.5853 5.0840
H: 3.6860 -1.2168 3.4633
H: 4.9529 -2.5495 5.1143
H: 3.7138 -3.5507 4.3510
C: -6.5569 3.7304 -0.4475
C: -6.2949 4.9951 -1.2585
C: -4.9963 4.9253 -2.0667
C: -3.8389 4.7491 -1.1598
N: -2.9481 4.6131 -0.4580
H: -5.7764 3.5620 0.2970
H: -7.5042 3.8120 0.0882
H: -6.6083 2.8523 -1.0958
H: -6.2621 5.8520 -0.5808
H: -7.1307 5.1592 -1.9431
H: -4.8587 5.8437 -2.6394
H: -5.0265 4.0901 -2.7691

HOMO	-4.4	eV
net charge	-1
Kohn-Sham gap	6.4	eV


# 2
Density functional theory data (ωB97M-V with the def2-TZVPD basis set) for a molecular structure, C18H23KO9PS at a distorted geometry.

CARTESIAN COORDINATES (ANGSTROEM)
K: -0.0029 2.0493 -0.1334
O: -0.4643 -0.3649 -0.5767
C: 0.6259 -0.8998 -1.3596
C: 1.7920 0.1510 -1.4010
O: 2.5097 0.0878 -2.4056
O: 1.8903 0.8857 -0.3810
C: 1.2133 -2.1333 -0.6596
C: 2.2332 -2.8611 -1.2740
C: 2.7995 -3.9553 -0.6405
C: 2.3573 -4.3408 0.6238
C: 1.3586 -3.6093 1.2461
C: 0.7941 -2.5028 0.6089
C: 0.0565 -1.2069 -2.7425
C: -0.2411 -0.1519 -3.6076
C: -0.8744 -0.3782 -4.8155
C: -1.2213 -1.6748 -5.1929
C: -0.9404 -2.7290 -4.3425
C: -0.3081 -2.4911 -3.1214
H: -1.2048 -0.9757 -0.6396
H: 2.5962 -2.5435 -2.2448
H: 3.5933 -4.5071 -1.1307
H: 2.7979 -5.1983 1.1186
H: 1.0177 -3.8819 2.2382
H: 0.0560 -1.8992 1.1200
H: 0.0250 0.8616 -3.3336
H: -1.1003 0.4574 -5.4666
H: -1.7112 -1.8533 -6.1426
H: -1.2133 -3.7408 -4.6181
H: -0.0975 -3.3263 -2.4653
C: -0.5656 0.4135 5.3881
O: 0.0409 1.5079 4.6866
P: 0.1860 1.4832 3.0847
O: 0.8368 0.0234 2.7826
C: 2.2767 -0.0331 2.6756
O: -1.3124 1.0015 2.6131
C: -2.4143 1.8914 2.8909
H: -0.4434 0.6032 6.4519
H: -0.0888 -0.5297 5.1265
H: -1.6282 0.3491 5.1529
H: 2.5332 -1.0872 2.6049
H: 2.7452 0.3868 3.5689
H: 2.6074 0.4785 1.7734
H: -3.3153 1.3058 2.7250
H: -2.4007 2.7551 2.2256
H: -2.3919 2.2174 3.9339
C: -1.8526 5.8293 -1.0565
S: -1.9085 4.1924 -0.4424
O: -3.2751 3.9927 0.0123
O: -1.5126 3.3360 -1.5677
O: -0.9168 4.1495 0.6438
H: -2.7171 5.9767 -1.7040
H: -0.9290 5.9715 -1.6180
H: -1.8907 6.5179 -0.2125

HOMO	-5.8	eV
net charge	-1
Kohn-Sham gap	8.3	eV


What did the first record say?
Density functional theory data (ωB97M-V with the def2-TZVPD basis set) for a molecular structure, C20H29Br2F4N4O3 at a distorted geometry.

CARTESIAN COORDINATES (ANGSTROEM)
O: 4.9448 0.4521 -1.7575
C: 5.5483 -0.3031 -2.4082
F: 6.8958 -0.4116 -2.1246
C: 4.8894 -1.1715 -3.5246
N: 4.1936 -2.3532 -3.0565
C: 3.1831 -2.0850 -2.0282
C: 2.0584 -3.2004 -2.2047
C: 0.8003 -2.7219 -3.0043
C: -0.0310 -1.5909 -2.3263
F: -1.3671 -1.8012 -2.7199
Br: -0.0435 -1.7076 -0.3752
C: 0.3371 -0.1183 -2.8396
F: -0.8088 0.4567 -3.3393
F: 1.2260 -0.1105 -3.8633
Br: 0.9721 1.1254 -1.4436
C: 3.7373 -2.2872 -0.5643
O: 3.0988 -1.9175 0.4329
O: 4.8825 -2.8263 -0.4366
H: 4.2789 -0.4962 -4.1569
H: 5.7249 -1.5349 -4.1757
H: 4.8271 -3.1034 -2.7915
H: 2.7902 -1.0622 -2.1827
H: 1.8070 -3.6275 -1.2084
H: 2.5031 -4.0482 -2.7808
H: 0.1103 -3.6000 -3.0619
H: 1.0605 -2.4897 -4.0613
C: -3.2286 1.0833 0.1532
C: -3.5839 1.4854 1.5806
C: -2.3854 1.4120 2.5289
C: -1.8670 0.0266 2.5838
N: -1.4682 -1.0427 2.6260
H: -2.8936 0.0452 0.0979
H: -4.1011 1.1774 -0.4973
H: -2.4370 1.7214 -0.2457
H: -4.3855 0.8369 1.9459
H: -3.9739 2.5066 1.5778
H: -2.6773 1.7202 3.5343
H: -1.5889 2.0770 2.1891
C: 1.7211 -1.5829 4.2368
C: 3.2256 -1.4394 4.4286
C: 3.8767 -2.6966 5.0107
C: 3.3060 -3.0021 6.3453
N: 2.8658 -3.2377 7.3742
H: 1.2046 -1.7426 5.1869
H: 1.3095 -0.6763 3.7922
H: 1.4896 -2.4196 3.5746
H: 3.4216 -0.5853 5.0840
H: 3.6860 -1.2168 3.4633
H: 4.9529 -2.5495 5.1143
H: 3.7138 -3.5507 4.3510
C: -6.5569 3.7304 -0.4475
C: -6.2949 4.9951 -1.2585
C: -4.9963 4.9253 -2.0667
C: -3.8389 4.7491 -1.1598
N: -2.9481 4.6131 -0.4580
H: -5.7764 3.5620 0.2970
H: -7.5042 3.8120 0.0882
H: -6.6083 2.8523 -1.0958
H: -6.2621 5.8520 -0.5808
H: -7.1307 5.1592 -1.9431
H: -4.8587 5.8437 -2.6394
H: -5.0265 4.0901 -2.7691

HOMO	-4.4	eV
net charge	-1
Kohn-Sham gap	6.4	eV